The following is a DFT calculation (ωB97M-V/def2-TZVPD) of C17H17N5O3S in the gas phase in a non-equilibrium geometry.

The SMILES is Cc1cc(C(=O)CSc2n[nH]c(N)n2)c(C)n1-c1ccc2c(c1)OCO2. The value obtained for the HOMO energy is -8.00 eV. The value obtained for the energy above the lowest of the compared OMol25 structures with the same formula, charge and spin is 101.3 kJ/mol.

Last column: Löwdin charge in e.
Cartesian coordinates (Å):
O (2.05912, 2.95541, 4.82388)  0.04
C (-2.69520, 0.17491, -1.59146)  -0.44
H (-0.23202, -1.66675, -3.82149)  0.06
N (-2.51796, 1.51264, -1.40576)  0.16
C (0.82092, -1.27265, -1.43604)  -0.13
C (0.83305, 3.65299, 4.87048)  -0.15
H (0.56981, -2.87697, 0.78800)  0.08
H (0.55132, 2.98576, -0.72888)  0.06
H (1.02520, 4.73731, 4.88829)  0.14
C (0.52436, 1.82658, 1.82250)  0.08
C (0.82284, 2.44497, 3.00944)  -0.19
H (-2.90215, 1.90588, -0.56170)  0.09
C (-0.17420, -2.62964, -3.32601)  -0.36
C (2.03076, 2.21710, 3.67438)  -0.20
C (2.68736, 0.73252, 1.96047)  0.00
N (-1.92222, -0.59912, -2.31831)  0.12
H (0.70533, 0.17915, -3.13377)  0.11
O (0.06687, 3.32795, 3.72808)  0.04
C (0.54899, -2.58808, -1.99037)  -0.43
H (0.27911, 3.36710, 5.77850)  0.14
H (-4.52445, -0.25695, -0.54830)  0.15
H (-1.58873, 1.82186, -1.64564)  0.08
C (-2.52558, -1.81350, -2.24433)  -0.71
C (1.14215, -1.98757, 1.03978)  0.00
C (0.84244, -0.00604, -2.08846)  -0.01
H (3.90487, 1.18510, 3.68687)  0.12
N (-3.73348, -0.54084, -1.10109)  0.05
N (-3.62369, -1.82822, -1.52557)  0.03
H (0.75278, -1.53521, 1.95103)  0.08
H (3.40733, 0.05860, 1.52424)  0.12
N (1.23141, 0.30888, 0.07357)  0.03
C (2.97737, 1.35947, 3.16917)  0.03
H (0.26722, -3.38948, -3.96958)  0.08
C (1.09174, 0.94372, -1.14538)  -0.28
S (-1.88841, -3.21333, -3.04204)  0.97
H (-0.41627, 1.98841, 1.32373)  0.13
H (2.27516, 2.70243, -0.92489)  0.09
C (1.28949, 2.41273, -1.29075)  -0.03
O (0.83480, -3.61896, -1.41235)  0.06
H (2.16839, -2.30634, 1.22375)  0.09
H (1.21548, 2.68330, -2.34057)  0.08
C (1.49046, 0.95927, 1.29699)  -0.21
C (1.08534, -1.03368, -0.09366)  -0.18

=====

The following is a DFT calculation (ωB97M-V/def2-TZVPD) of a molecular structure, C17H17N6PdS3.

The spin multiplicity is 5. As for the total charge: +3. Its expectation value of S² is 6.062. The value obtained for the HOMO energy (alpha / beta) is -17.66 / -17.74 eV. The value obtained for the energy above the lowest of the compared OMol25 structures with the same formula, charge and spin is 21.3 kJ/mol.

Last column: Löwdin charge in e.
Cartesian coordinates (Å):
C (-3.01630, 0.54399, -0.70741)  -0.14
H (1.95861, -4.80568, -0.28435)  0.18
N (0.50815, 1.08274, 1.70829)  -0.07
H (-5.76896, -0.44793, -2.38141)  0.13
C (0.96059, 3.91773, -2.06882)  0.02
H (-1.97267, -2.35252, -1.80364)  0.09
H (-4.24662, -2.39197, -2.78206)  0.13
C (-2.65682, -1.52697, -1.65320)  -0.13
C (-4.29922, 0.60067, -1.21141)  -0.02
S (-1.42277, -0.93733, 2.22259)  0.79
H (4.11293, -4.56140, -1.12247)  0.16
N (2.28662, -3.86012, -0.45485)  0.12
C (3.06165, -1.35684, -0.91063)  -0.04
C (0.29881, 1.61829, -2.24964)  -0.09
H (0.14576, 0.48304, 6.87546)  0.08
H (0.55018, 2.92977, -3.93177)  0.13
S (-0.15073, -3.08343, 0.36852)  0.73
C (-3.92771, -1.54287, -2.19446)  -0.01
C (1.44255, -2.82998, -0.19468)  -0.74
Pd (-0.29215, -0.55834, 0.12825)  0.69
C (0.60778, 2.84246, -2.85550)  0.02
H (1.49041, -0.36941, 6.08216)  0.08
H (3.33358, -0.32305, -1.08718)  0.14
N (0.52124, 0.83774, 3.01466)  0.03
C (3.52714, -3.66871, -0.94633)  0.03
S (-0.55505, -0.59997, 4.95088)  1.16
H (-4.91595, 1.46565, -1.01328)  0.13
N (1.84641, -1.57180, -0.41782)  0.00
C (-4.76842, -0.46347, -1.97037)  0.00
H (4.94503, -2.20018, -1.58249)  0.14
H (0.83189, 3.11863, 1.94966)  0.16
C (0.71984, 2.27801, 1.26725)  0.02
H (0.95063, 1.21721, 5.42890)  0.06
C (-0.36610, -0.12250, 3.32121)  -0.98
H (-0.01462, 0.77434, -2.85288)  0.12
C (0.69265, 2.48881, -0.16831)  -0.25
C (0.64122, 0.30032, 5.92041)  -0.27
H (1.19130, 4.87940, -2.50655)  0.14
H (1.26201, 4.55458, -0.02475)  0.14
H (-2.61001, 1.35937, -0.12030)  0.11
N (0.34113, 1.42996, -0.94096)  0.03
C (3.95732, -2.38924, -1.19072)  0.03
N (-2.19863, -0.49789, -0.92572)  -0.09
C (0.99732, 3.73891, -0.68426)  0.05

=====

The following is a DFT calculation (ωB97M-V/def2-TZVPD) of a molecular structure, C17H17N9PdS5Sb in a non-equilibrium geometry.

As for the total charge: +1. The value obtained for the HOMO energy (alpha / beta) is -9.39 / -9.38 eV. The value obtained for the energy above the lowest of the compared OMol25 structures with the same formula, charge and spin is 327.4 kJ/mol.

Last column: Löwdin charge in e.
Cartesian coordinates (Å):
H (-5.47676, 0.80801, -0.60421)  0.12
H (2.36141, -3.73824, -1.05798)  0.13
N (2.48397, -1.07264, -1.04920)  -0.01
N (-1.93443, 0.12651, 2.70551)  0.18
H (5.39245, 0.01996, -0.09446)  0.14
H (2.34651, 1.61036, 2.85962)  0.12
H (5.37318, 1.79847, -2.06499)  0.10
H (-1.92022, -3.82834, -0.68412)  0.14
N (-2.20697, -1.17265, -0.64391)  0.03
C (0.61458, 0.82283, 2.29093)  -0.47
H (-4.61357, -0.04849, -2.76581)  0.13
C (3.63220, -1.27492, -0.28505)  -0.01
N (-1.60495, 0.55162, 4.92977)  0.20
C (4.30758, 1.90042, -1.87484)  -0.01
C (4.42649, -0.21720, -0.50434)  -0.02
N (0.16136, -1.21565, -0.93474)  0.14
C (-2.36061, -0.11387, 0.41228)  -0.15
C (-3.57002, 0.47276, 0.41406)  -0.07
C (-0.98409, -3.29272, -0.77719)  0.04
H (-2.87030, -1.89524, -0.33779)  0.18
C (1.40168, -3.24700, -0.98144)  0.05
C (2.58281, 0.11439, -1.73491)  -0.72
H (0.24330, -5.04775, -0.89154)  0.13
C (-4.49553, 0.36384, -0.67041)  -0.10
S (-1.69407, 3.36450, 1.91676)  -0.19
S (1.12822, 3.28424, -0.45088)  -0.09
H (-3.77865, 1.13295, 1.24655)  0.11
S (-1.71389, 1.38413, -2.46525)  0.24
C (-1.09660, 0.50334, 3.69750)  -0.46
H (2.08635, 1.58470, 1.16930)  -0.01
H (-1.04321, 0.92551, 5.67399)  0.12
N (1.89825, 1.16965, 2.07179)  0.16
C (0.22542, -3.96671, -0.88385)  0.00
C (-4.04887, -0.17825, -1.85220)  -0.18
H (3.74497, -2.11040, 0.38241)  0.13
H (-2.27312, -1.05457, -2.81791)  0.11
C (1.32138, -1.86254, -1.00377)  -0.23
N (3.78414, 0.62502, -1.39915)  -0.10
Sb (-1.09977, 4.20804, -0.10315)  0.42
C (-1.40509, 0.13637, 1.50684)  -0.37
S (1.54460, 0.65707, -2.97191)  0.67
N (0.19011, 0.80513, 3.54105)  0.19
S (-2.89755, 2.68122, -1.64176)  0.06
H (3.79176, 2.16628, -2.79181)  0.07
N (-0.13846, 0.46362, 1.21458)  0.07
H (4.12966, 2.67623, -1.13307)  0.08
C (-0.93762, -1.91523, -0.79037)  -0.23
Pd (0.34022, 1.12546, -0.88614)  0.29
C (-2.75437, -0.65723, -1.93774)  -0.25
H (-2.59390, 0.42700, 5.05294)  0.12

=====

The following is a DFT calculation (ωB97M-V/def2-TZVPD) of a molecular structure, C17H18BClN6O2Sn in a non-equilibrium geometry.

As for the total charge: +2. The value obtained for the HOMO energy (alpha / beta) is -13.64 / -13.64 eV. The value obtained for the energy above the lowest of the compared OMol25 structures with the same formula, charge and spin is 185.0 kJ/mol.

Last column: Löwdin charge in e.
Cartesian coordinates (Å):
C (-2.78178, -2.24102, -3.37415)  -0.04
Cl (3.80605, 6.95528, 1.49209)  0.91
H (-3.29535, -2.43544, -4.29929)  0.10
H (-0.56348, 0.90984, -3.18114)  0.05
C (-2.50654, -1.28107, 2.93201)  -0.05
C (1.11617, -4.44698, 0.06047)  0.07
N (-1.68941, -2.01325, 1.00048)  -0.02
H (3.41882, 2.19117, 0.49530)  0.14
H (4.70587, 4.35317, 0.74681)  0.14
C (2.93544, 3.09224, 0.86795)  0.06
C (0.95130, 4.17265, 1.75997)  0.06
C (3.65126, 4.28621, 1.00815)  0.00
O (1.25891, 0.84267, 0.32330)  0.09
C (2.46355, -4.07984, -0.02934)  0.09
C (-2.21468, -1.01044, -2.99139)  -0.16
C (-2.48630, -3.12389, -2.33825)  -0.05
C (-2.07127, -0.18339, 2.15850)  -0.16
C (2.97981, 5.44549, 1.44735)  -0.56
N (1.19172, -2.27121, -0.40166)  0.17
N (-1.76683, -2.45192, -1.40861)  -0.04
H (-0.08144, 4.09177, 2.09127)  0.14
N (0.36581, -3.32203, -0.12920)  0.04
Sn (-1.98760, 1.58018, -0.64807)  1.42
B (-1.19205, -3.02149, -0.09121)  -0.46
H (3.33390, -4.69847, 0.06980)  0.13
C (0.76895, 1.91404, 0.67602)  -0.51
H (0.57501, 1.99564, -2.30800)  0.08
H (-2.41568, -3.46228, 2.35689)  0.13
H (-2.01680, 0.86343, 2.42682)  0.09
H (3.27040, -2.01042, -0.37446)  0.12
N (-1.68085, -0.61819, 0.93246)  -0.03
H (-1.14380, 2.22821, -2.07354)  -0.04
N (-1.65694, -1.12487, -1.76735)  -0.03
C (-2.24993, -2.40438, 2.16491)  -0.07
H (-1.69795, -4.10191, 0.10547)  0.12
H (0.65678, -5.40510, 0.24105)  0.15
H (-2.92159, -1.23935, 3.92332)  0.10
C (2.43853, -2.68922, -0.28460)  -0.07
C (1.63546, 5.38331, 1.87251)  -0.01
H (1.13774, 6.27203, 2.26392)  0.14
H (-2.72195, -4.17180, -2.19516)  0.13
H (-0.06442, 0.58627, -1.50628)  0.04
C (-0.32732, 1.39019, -2.23308)  -0.15
C (1.57643, 3.06350, 1.17436)  -0.05
H (-2.18877, -0.07438, -3.54444)  0.09
O (-0.51516, 2.26504, 0.58804)  -0.30

=====

The following is a DFT calculation (ωB97M-V/def2-TZVPD) of a molecular structure, C17H18BIrN6 in a non-equilibrium geometry.

The spin multiplicity is 5. As for the total charge: +2. Its expectation value of S² is 6.033. The value obtained for the HOMO energy (alpha / beta) is -12.83 / -14.82 eV. The value obtained for the energy above the lowest of the compared OMol25 structures with the same formula, charge and spin is 242.9 kJ/mol.

Last column: Löwdin charge in e.
Cartesian coordinates (Å):
H (6.75375, 0.56210, -0.98781)  0.12
B (-0.02991, 3.45926, -1.30711)  -0.31
C (4.75625, 0.83483, -1.60796)  -0.04
H (0.36122, 4.10362, -2.22554)  0.04
C (5.46082, -0.62157, 0.28025)  0.03
C (5.73512, 0.28860, -0.78260)  -0.02
C (2.18675, -1.55826, 1.33356)  -0.22
H (-4.13434, -0.97368, 2.21671)  0.20
N (3.52413, -1.84564, 1.33772)  0.21
C (-4.46929, 1.09639, -2.21159)  -0.03
C (-0.18236, 1.95668, -1.64582)  -0.07
C (3.14356, -0.36820, -0.35018)  -0.19
C (-4.07376, -0.06009, 0.27977)  -0.17
C (-1.45766, -1.67529, 2.24615)  -0.08
H (6.24133, -0.84284, 0.99887)  0.13
N (-1.88819, -0.60002, 0.02717)  -0.12
H (1.24374, -1.22607, 3.14347)  0.14
C (-3.21083, 0.50312, -1.96426)  0.00
C (-5.49371, 1.04666, -1.24974)  -0.03
H (4.00998, -2.43745, 1.99844)  0.19
H (5.06189, 1.44228, -2.41678)  0.11
H (-4.69892, 1.50748, -3.18796)  0.12
H (-6.42239, 1.59201, -1.44624)  0.13
H (2.59193, 1.01155, -1.96835)  0.10
H (-1.46348, -0.91929, 3.07138)  0.17
N (-3.61833, -0.77353, 1.36072)  0.21
N (-0.08432, 0.78408, -1.42707)  -0.15
C (-2.32611, -1.06465, 1.17742)  -0.30
N (-0.14960, -1.89856, 1.60712)  -0.20
H (1.38323, -2.95241, 2.84935)  0.15
C (-5.32640, 0.47608, 0.00255)  0.02
C (1.14198, -1.98505, 2.37147)  -0.06
N (1.91286, -0.66052, 0.30012)  -0.11
H (-1.22599, 3.75264, -1.16849)  0.08
H (-1.81030, -2.63881, 2.61962)  0.15
H (-0.16356, -2.76832, 1.03216)  0.15
C (-3.00716, 0.01042, -0.66197)  -0.15
H (-6.09628, 0.41084, 0.73153)  0.12
Ir (0.00489, -0.52222, -0.18434)  1.61
C (3.40633, 0.54032, -1.41759)  0.03
H (-2.44116, 0.43084, -2.77625)  0.13
C (4.15933, -1.06101, 0.32918)  -0.16
H (0.69495, 3.64371, -0.32712)  0.07

=====

The following is a DFT calculation (ωB97M-V/def2-TZVPD) of a molecular structure, C17H18Br4ClN7O5STi in a non-equilibrium geometry.

As for the total charge: -2. The value obtained for the HOMO energy is -2.91 eV. The value obtained for the energy above the lowest of the compared OMol25 structures with the same formula, charge and spin is 93.8 kJ/mol.

Last column: Löwdin charge in e.
Cartesian coordinates (Å):
H (5.46487, -16.55452, 5.45179)  0.11
C (0.10046, -15.83543, -0.52761)  -0.76
H (12.03243, -17.35297, 3.07257)  0.12
C (10.45717, -18.99439, 4.31936)  -0.16
N (11.52684, -16.40205, 4.86971)  -0.09
O (3.20015, -15.13679, 1.23150)  -0.27
H (4.96161, -18.58886, 1.20519)  0.11
H (10.58326, -15.59729, 6.51735)  0.10
H (10.89541, -15.98661, 2.91542)  0.13
C (1.46374, -15.59225, -0.32972)  -0.63
C (10.31159, -15.84935, 5.52053)  -0.16
H (11.26815, -19.51660, 3.86522)  0.10
H (8.04289, -17.89155, 4.14484)  0.11
C (2.82287, -11.45996, 2.64462)  -0.93
Br (-2.69360, -15.90467, 0.32092)  0.60
C (-0.76156, -15.72381, 0.52391)  -0.71
Ti (3.67798, -14.55818, 2.99952)  0.87
H (10.01990, -14.96104, 4.97869)  0.12
N (4.22586, -16.45267, 3.75838)  -0.09
C (-0.31532, -15.29054, 1.78037)  -0.63
H (4.59026, -16.83312, 1.16658)  0.08
Br (-0.55789, -16.47962, -2.19348)  0.65
Br (-1.49220, -15.02020, 3.24733)  0.71
H (2.62675, -18.12575, 0.71927)  0.06
H (12.23458, -17.37437, 6.59462)  0.11
C (1.92899, -15.29197, 0.91731)  -0.41
O (5.58782, -18.27023, 3.65771)  0.00
Cl (5.86277, -14.12817, 2.39079)  0.02
C (9.63925, -17.98269, 6.32035)  -0.15
O (3.54448, -14.28700, 4.91346)  -0.20
C (8.88134, -17.19244, 4.18028)  -0.15
H (2.52613, -17.76246, 2.35150)  0.05
N (9.22129, -16.82272, 5.53905)  -0.09
C (4.79913, -17.51827, 3.09228)  -0.52
S (2.27797, -9.93690, 2.69624)  0.44
C (1.04727, -15.11287, 2.03677)  -0.42
H (4.12393, -17.46798, 5.60150)  0.14
C (11.13970, -16.85761, 3.53596)  -0.22
C (3.77527, -15.30944, 5.81435)  -0.48
C (4.38365, -17.77867, 1.66972)  -0.22
H (8.58413, -16.33076, 3.58388)  0.13
C (4.44134, -16.49982, 5.16221)  -0.18
N (3.01506, -18.28138, 1.64804)  0.04
C (11.91195, -17.63116, 5.58798)  -0.23
O (1.64804, -14.89555, 3.13795)  -0.13
H (12.83970, -17.99757, 5.09808)  0.12
N (10.06741, -17.81710, 3.52226)  -0.09
O (3.62082, -15.20695, 7.03811)  0.03
H (9.87579, -17.59889, 7.32144)  0.12
N (3.18512, -12.56760, 2.67753)  -0.03
H (9.63813, -19.69041, 4.40128)  0.12
N (10.85556, -18.58961, 5.70450)  -0.09
Br (2.82316, -15.79051, -1.66371)  0.74
H (8.87334, -18.69843, 6.32461)  0.11